one.
{"formula": "H22O11", "method": "the ωB97M-V functional and the def2-TZVPD basis", "homo_lumo_gap_ev": 7.980, "e_homo_ev": -8.050, "elements": ["H", "H", "H", "H", "H", "H", "H", "H", "H", "H", "H", "H", "H", "H", "H", "H", "H", "H", "H", "H", "H", "H", "O", "O", "O", "O", "O", "O", "O", "O", "O", "O", "O"], "positions_angstrom": [[-0.79, -0.18, -0.24], [0.49, -0.88, 0.37], [-1.83, -0.54, 2.57], [-1.07, -0.79, 1.30], [-4.64, -0.07, 0.60], [-4.56, 0.34, -1.02], [0.88, -1.46, -2.07], [0.25, -2.80, -2.03], [3.06, -0.75, 2.31], [1.89, -1.66, 2.47], [-0.87, 1.78, 2.09], [0.38, 2.00, 1.46], [1.84, 3.42, -2.33], [2.27, 3.52, -1.02], [3.38, 2.07, 1.13], [4.01, 2.48, -0.17], [2.81, -2.85, -1.49], [3.55, -2.72, -0.08], [-2.33, 1.35, 0.78], [-2.39, 0.17, 0.01], [-3.71, -1.46, -1.23], [-2.92, -0.78, -2.32], [0.07, -0.65, -0.43], [-1.34, -1.21, 2.13], [-4.60, 0.65, -0.06], [0.12, -1.93, -1.65], [2.59, -1.38, 1.77], [-0.57, 1.77, 1.18], [2.28, 2.89, -1.75], [3.73, 1.77, 0.28], [3.46, -2.35, -1.01], [-2.39, 1.08, -0.15], [-3.06, -0.81, -1.38]]}

---

two.
{"formula": "H22O11", "method": "the ωB97M-V functional and the def2-TZVPD basis", "smiles": "O.O.O.O.O.O.O.O.O.O.O", "homo_lumo_gap_ev": 9.760, "e_homo_ev": -10.153, "elements": ["O", "H", "H", "O", "H", "H", "O", "H", "H", "O", "H", "H", "O", "H", "H", "O", "H", "H", "O", "H", "H", "O", "H", "H", "O", "H", "H", "O", "H", "H", "O", "H", "H"], "positions_angstrom": [[0.23, 0.88, 0.35], [0.89, 1.22, -0.16], [0.37, -0.08, 0.40], [2.58, -2.42, 0.96], [3.29, -2.72, 0.35], [2.93, -1.77, 1.53], [5.10, 0.45, 1.03], [4.77, 0.14, 0.13], [4.41, 0.29, 1.67], [-1.00, 1.68, -1.81], [-0.94, 2.47, -1.27], [-0.62, 1.91, -2.65], [-1.89, -0.48, -1.15], [-2.33, -0.26, -1.99], [-1.11, 0.08, -1.12], [-2.04, 2.30, 2.62], [-1.64, 1.87, 1.86], [-2.89, 1.76, 2.73], [-0.82, -2.20, 0.75], [-0.03, -2.73, 1.15], [-1.67, -2.62, 0.86], [-4.97, 0.07, 0.16], [-5.12, 0.78, 0.78], [-4.08, 0.10, -0.11], [-3.88, -2.12, -0.42], [-4.23, -1.67, 0.44], [-3.31, -1.53, -0.92], [3.14, -3.96, -1.12], [4.06, -4.02, -1.46], [2.94, -3.18, -1.58], [2.41, 5.33, -1.03], [2.29, 4.58, -0.36], [3.16, 5.81, -0.65]]}

---

two has the most favorable energy; the next structure is 4.988 eV above.